Record 1
23
Properties=species:S:1:pos:R:3:nbo_charge:R:1 method="wB97M-V/def2-TZVPD" e_tot_ev=-9999.84143 e_above_lowest_ev=3.916 smiles="C/C=C/C[C@@H](C)N.O" e_homo_ev=-8.306
C 0.00 -1.29 -0.87 -0.631
C 0.23 0.18 -1.00 -0.049
C -1.09 1.19 -0.92 -0.408
C -1.00 1.72 0.56 -0.176
C -1.23 0.98 1.67 -0.206
C -1.48 1.63 2.97 -0.650
N 0.67 0.37 -2.41 -0.887
H -0.91 -1.45 -0.28 0.215
H -0.21 -1.91 -1.90 0.210
H 0.67 -1.86 -0.26 0.210
H 1.17 0.49 -0.47 0.198
H -1.96 0.70 -1.01 0.201
H -1.01 1.99 -1.74 0.217
H -0.57 2.68 0.61 0.186
H -1.29 -0.12 1.65 0.191
H -2.43 1.35 3.41 0.225
H -0.54 1.52 3.55 0.216
H -1.48 2.74 2.87 0.209
H 1.12 1.22 -2.54 0.357
H 0.98 -0.42 -2.98 0.372
H 2.82 -3.35 -0.31 0.485
H 3.97 -4.48 -0.59 0.479
O 3.58 -3.87 0.00 -0.964


Record 2
23
Properties=species:S:1:pos:R:3:nbo_charge:R:1 method="wB97M-V/def2-TZVPD" e_tot_ev=-10002.29622 e_above_lowest_ev=1.461 smiles="CCC(N)=O.CCC" e_homo_ev=-9.981
C -0.21 2.29 1.15 -0.515
C -0.31 2.15 -0.38 -0.616
C -0.34 0.92 1.82 0.688
O 0.46 0.05 2.01 -0.590
N -1.60 0.86 2.39 -0.846
H 0.65 2.91 1.47 0.235
H -0.92 3.04 1.50 0.206
H 0.69 1.88 -0.76 0.219
H -0.36 3.09 -0.91 0.218
H -1.76 0.23 3.17 0.399
H -2.34 1.50 2.17 0.391
H -1.08 1.40 -0.59 0.214
C 0.76 -1.37 -0.96 -0.408
C 1.42 -1.75 -2.30 -0.616
C -0.15 -2.33 -0.24 -0.619
H 1.57 -1.03 -0.29 0.209
H 0.22 -0.47 -1.25 0.192
H 1.01 -2.73 -2.56 0.204
H 0.25 -3.25 0.20 0.206
H -0.59 -1.93 0.67 0.226
H 2.50 -1.62 -2.20 0.214
H 1.02 -1.15 -3.13 0.199
H -0.90 -2.70 -0.97 0.191


Record 3
23
Properties=species:S:1:pos:R:3:nbo_charge:R:1 method="wB97M-V/def2-TZVPD" e_tot_ev=-10001.82297 e_above_lowest_ev=1.934 smiles=CC(C)CNCCO e_homo_ev=-8.589
C 1.75 0.81 -0.25 -0.260
C 1.27 1.69 -1.43 -0.077
O -0.13 2.13 -1.27 -0.738
N 1.42 -0.63 -0.29 -0.626
C 0.47 -1.16 0.70 -0.201
C -0.99 -0.63 0.64 -0.272
C -1.87 -1.51 -0.21 -0.608
C -1.53 -0.58 2.07 -0.601
H 1.45 1.36 0.65 0.202
H 2.83 0.99 -0.22 0.184
H 1.20 1.16 -2.38 0.163
H 1.83 2.62 -1.43 0.186
H -0.64 1.62 -1.88 0.461
H 1.16 -0.78 -1.25 0.346
H 0.90 -0.99 1.68 0.195
H 0.43 -2.19 0.35 0.199
H -1.02 0.39 0.26 0.220
H -2.93 -1.26 -0.19 0.213
H -1.85 -2.57 0.10 0.202
H -1.53 -1.57 -1.26 0.199
H -0.84 -0.18 2.79 0.205
H -1.77 -1.58 2.46 0.200
H -2.46 -0.01 2.10 0.208


Record 4
23
Properties=species:S:1:pos:R:3:nbo_charge:R:1 method="wB97M-V/def2-TZVPD" e_tot_ev=-10002.56042 e_above_lowest_ev=1.197 smiles=CCNCC(C)(C)O e_homo_ev=-9.093
O 0.55 1.54 1.13 -0.731
N 0.42 -0.84 0.15 -0.666
C 1.38 -2.94 0.67 -0.603
C 0.33 1.84 -1.21 -0.634
C -1.63 2.32 0.32 -0.615
C 0.23 -2.28 -0.06 -0.213
C -0.77 -0.01 -0.02 -0.229
C -0.36 1.43 0.06 0.232
H 1.07 0.72 1.11 0.482
H 1.21 -0.48 -0.39 0.360
H 1.20 -4.01 0.70 0.205
H 2.33 -2.75 0.12 0.197
H 1.50 -2.55 1.70 0.218
H 1.31 1.42 -1.31 0.201
H 0.51 2.92 -1.14 0.218
H -0.23 1.66 -2.12 0.208
H -2.00 2.20 1.34 0.221
H -1.41 3.37 0.14 0.212
H -2.45 2.04 -0.33 0.208
H 0.20 -2.59 -1.09 0.173
H -0.68 -2.62 0.43 0.191
H -1.25 -0.20 -0.97 0.170
H -1.47 -0.22 0.79 0.194


Record 5
24
Properties=species:S:1:pos:R:3:nbo_charge:R:1 method="wB97M-V/def2-TZVPD" e_tot_ev=-12043.10660 e_above_lowest_ev=8.305 e_homo_ev="-6.007 / -7.823"
C 1.03 -0.57 -1.01 0.635
C 1.20 -0.91 -2.45 -0.707
C 0.78 -1.70 -0.05 -0.719
C -1.29 0.22 -1.34 -0.471
O 1.64 0.49 -0.62 -0.671
H 1.41 0.82 0.39 0.533
H 2.17 -1.42 -2.57 0.240
H 1.22 -0.01 -3.07 0.238
H 0.43 -1.58 -2.81 0.226
H -0.03 -2.34 -0.39 0.226
H 0.56 -1.33 0.94 0.260
H 1.70 -2.31 -0.02 0.229
H -1.47 -0.80 -1.68 0.172
H -0.78 0.87 -2.03 0.190
H -2.23 0.67 -1.04 0.193
C -1.81 0.34 1.38 -0.250
C 0.63 2.03 2.73 -0.120
O -0.73 0.66 0.53 -0.631
N 0.91 1.33 1.75 -0.379
H -2.76 0.74 1.01 0.161
H -1.91 -0.74 1.54 0.152
H -1.64 0.82 2.36 0.171
H -0.35 1.98 3.25 0.153
H 1.34 2.73 3.19 0.167